This record from the Open Molecules 2025 dataset describes 3 unconnected molecules or ions with the total composition C4H13NO3 in a non-equilibrium geometry. The level of theory is ωB97M-V/def2-TZVPD.

```
! wB97M-V def2-TZVPD RIJCOSX def2/J DEFGRID3
* xyz 0 1
H -1.560 -1.088 2.004
H 0.440 0.660 2.277
H -1.841 0.665 1.988
C -1.993 -0.265 1.457
H 1.896 -0.919 -1.098
H -0.405 2.344 0.451
H 1.034 1.829 -0.410
O 2.721 -0.422 -1.184
H 0.020 -0.088 -1.206
O -0.015 -1.887 -2.618
H -0.651 -2.004 -1.887
C -1.412 -0.454 0.083
H -0.197 -2.475 -3.338
C 0.218 1.455 0.236
H 2.690 -0.067 -2.069
O -1.733 -1.403 -0.628
N -0.368 0.306 -0.356
H 1.911 0.674 1.294
C 1.009 1.271 1.561
H -3.092 -0.359 1.483
H 1.328 2.228 1.961
*
```

Values from the calculation:
LUMO level ... 0.8 eV
DFT total energy ... -11991.8016 eV
HOMO energy ... -9.778 eV
Molecular weight ... 123.2 g/mol
Energy above the lowest of the compared OMol25 structures with the same formula, charge and spin ... 15.4 kcal per mole
Gap between HOMO and LUMO ... 10.6 eV
SMILES ... CCNC(C)=O.O.O